# 1
Density functional theory data (ωB97M-V with the def2-TZVPD basis set) for a 9-piece molecular cluster, C6H30N4O11 overall in a non-equilibrium geometry.

Net charge: -1
DFT total energy (eV): -35190.9964
Spin multiplicity: 2

Atoms and positions in Å:
C  0.1037  -3.1204  23.6277
O  -0.3963  -3.7263  24.5959
N  1.3646  -3.2840  23.3035
N  -0.5563  -2.5670  22.6176
H  1.7450  -2.8381  22.4809
H  2.0004  -3.9602  23.7019
H  -0.1014  -2.0357  21.8889
H  -1.5149  -2.8726  22.5294
C  -1.0119  1.2473  23.6831
O  -0.1715  2.0609  24.1060
N  -1.8513  1.6112  22.7755
N  -1.1363  -0.0151  23.9198
H  -1.8784  2.6032  22.5880
H  -2.3565  0.9207  22.2387
H  -0.3547  -0.3540  24.4622
H  -1.7168  -0.4966  23.2481
C  -0.0216  -6.1987  20.3982
C  -0.5225  -4.7865  19.7505
O  -1.9292  -4.5598  19.9008
O  -0.0131  -7.3743  19.6208
H  -0.6957  -6.4335  21.2219
H  0.9958  -6.0118  20.7417
H  -0.4597  -5.0040  18.6842
H  0.1473  -3.9641  20.0020
H  -2.1053  -3.7318  19.4480
H  -0.9291  -7.6471  19.5308
C  -3.8948  -3.3459  24.8804
C  -5.2789  -3.9148  25.2019
O  -5.3089  -5.3196  25.0515
O  -2.8009  -4.1990  25.2510
H  -3.7910  -2.3108  25.2059
H  -3.7208  -3.2905  23.8059
H  -6.0550  -3.3158  24.7255
H  -5.4877  -3.8188  26.2674
H  -4.3678  -5.4876  25.1400
H  -1.9674  -3.8359  24.9427
O  2.2718  -6.9558  24.7544
H  2.3078  -7.3556  25.6234
H  1.6228  -6.2572  24.8384
O  2.0174  -1.5182  21.1744
H  1.6164  -1.3472  20.3222
H  2.9490  -1.6271  20.9838
O  -3.7344  -1.0366  22.1368
H  -4.3362  -0.8034  22.8438
H  -4.3008  -1.1919  21.3810
O  -0.1313  -4.2870  27.1191
H  -0.1445  -3.8688  26.2582
H  -0.3275  -5.2070  26.9421
O  -1.7081  -1.2857  20.3922
H  -2.6647  -1.2781  20.4247
H  -1.4871  -0.6766  19.6877

***

# 2
Density functional theory data (ωB97M-V with the def2-TZVPD basis set) for a 10-piece molecular cluster, C6H30O10 overall in a non-equilibrium geometry.

Energy above the lowest of the compared OMol25 structures with the same formula, charge and spin (eV): 2.607
Net charge: 0
DFT total energy (eV): -27182.1539
Spin multiplicity: 1
SMILES string: C=CCCCCO.O.O.O.O.O.O.O.O.O

Atoms and positions in Å:
C  1.8589  0.5441  -3.4785
C  1.1084  -0.0167  -2.5168
C  -0.2563  0.5838  -2.2655
C  -1.0567  -0.3354  -1.2879
C  -2.4060  -0.8367  -1.7484
C  -2.7814  -2.2143  -1.2353
O  -2.2087  -2.5477  0.0052
H  1.5791  1.3055  -4.1938
H  2.8808  0.1992  -3.6950
H  1.5252  -0.8399  -1.9575
H  -0.7863  0.9467  -3.1428
H  0.0018  1.5095  -1.7295
H  -0.9741  0.1105  -0.3014
H  -0.4439  -1.2193  -1.0199
H  -2.4902  -0.7990  -2.8464
H  -3.1136  0.0214  -1.5973
H  -2.3706  -2.8924  -1.9861
H  -3.8603  -2.2879  -1.1766
H  -2.5661  -2.1381  0.7858
O  1.8095  -0.2618  3.0121
H  2.3312  -0.4661  2.2436
H  0.9092  -0.1002  2.6787
O  3.9025  0.3303  -0.2423
H  3.1014  0.5044  -0.7665
H  3.5301  -0.3625  0.3341
O  2.5309  -2.0025  0.2214
H  1.5928  -2.1829  0.4524
H  2.8421  -2.4534  -0.5464
O  0.1986  2.9668  -0.0655
H  0.7702  3.6286  0.3561
H  0.8659  2.2962  -0.2114
O  -2.7395  2.5372  0.0934
H  -2.1497  3.2735  0.2682
H  -2.4162  1.9630  -0.6240
O  -3.0061  -0.4133  2.9323
H  -2.5374  -1.1005  2.4253
H  -2.5372  0.4191  2.7400
O  2.8589  2.9684  0.9357
H  3.3285  2.3157  1.4841
H  3.2507  2.7318  0.0835
O  -0.8694  0.9617  1.8018
H  -1.3869  1.2181  1.0323
H  -0.6401  1.7163  2.3472
O  0.2540  -2.8417  1.4434
H  -0.1790  -3.6948  1.4547
H  0.1073  -2.2996  2.2194

***

# 3
Density functional theory data (ωB97M-V with the def2-TZVPD basis set) for C6H30O9 as an isolated structure in a non-equilibrium geometry.

Energy above the lowest of the compared OMol25 structures with the same formula, charge and spin (eV): 16.286
Net charge: 0
DFT total energy (eV): -25121.6862
Spin multiplicity: 1

Atoms and positions in Å:
O  -2.1142  0.2546  1.1585
H  -1.2512  0.4535  0.7953
H  -2.4883  1.1098  1.3704
O  -0.0757  3.1161  0.5208
H  0.5939  2.5317  0.1654
H  -0.9039  2.6745  0.3328
O  -0.3250  0.5163  0.4747
H  0.6104  0.4483  0.6663
H  -0.4163  0.1548  -0.4069
O  -1.5646  -1.8287  0.7613
H  -1.8206  -1.3927  1.5741
H  -1.5666  -1.1324  0.1045
O  1.7642  0.6324  0.1815
H  2.3069  1.2427  -0.3178
H  2.3329  0.3295  0.8895
O  0.6903  -2.0385  1.0387
H  1.3192  -2.3823  0.4042
H  -0.0118  -1.6677  0.5040
C  1.1154  -0.0630  2.9149
C  0.5550  -1.3229  3.6974
O  1.5560  -1.7266  4.6076
H  0.4015  0.4023  2.2352
H  2.0462  -0.3192  2.4088
H  1.2563  0.7571  3.6189
H  0.1382  -2.1377  3.1053
H  -0.3260  -1.0438  4.2755
H  1.1932  -2.2330  5.3381
C  -0.0079  1.7044  -1.5390
C  0.5303  1.6447  -3.0114
O  -0.4758  1.4710  -3.9711
H  -0.5761  2.6282  -1.4298
H  0.8972  1.8552  -0.9506
H  -0.5869  0.8161  -1.2866
H  1.2179  0.8044  -3.1071
H  1.0988  2.5354  -3.2791
H  -1.1004  2.1992  -3.9351
C  -0.9936  -1.5815  -1.3170
C  -0.2778  -0.9971  -2.5653
O  -1.2213  -0.6198  -3.5386
H  -0.3269  -1.8436  -0.4955
H  -1.4924  -2.4861  -1.6649
H  -1.7555  -0.8991  -0.9402
H  0.2927  -1.8878  -2.8287
H  0.4324  -0.2314  -2.2533
H  -0.6706  -0.4470  -4.3057

***

# 4
Density functional theory data (ωB97M-V with the def2-TZVPD basis set) for a 10-piece molecular cluster, C6H31NO10 overall in a non-equilibrium geometry.

Energy above the lowest of the compared OMol25 structures with the same formula, charge and spin (eV): 5.486
Net charge: 0
DFT total energy (eV): -28686.1252
Spin multiplicity: 1
SMILES string: CCNCCCC=O.O.O.O.O.O.O.O.O.O

Atoms and positions in Å:
C  -2.7435  2.2906  1.3862
C  -2.1898  1.6183  0.2065
N  -2.0485  0.0895  0.2523
C  -1.3739  -0.1385  -1.0032
C  -1.0341  -1.6469  -1.2874
C  0.1218  -2.0165  -0.3081
C  -0.3952  -2.4727  0.9272
O  -0.4127  -1.8749  1.9940
H  -2.9994  1.5152  2.0723
H  -3.6813  2.9737  1.0669
H  -1.9338  2.6966  2.0722
H  -2.7210  2.0558  -0.6277
H  -1.0780  2.0134  0.2217
H  -1.5355  -0.2654  0.9680
H  -1.8827  0.3923  -1.8475
H  -0.4256  0.3073  -1.0817
H  -0.3942  -1.6883  -2.3009
H  -1.8368  -2.3280  -1.3359
H  0.7985  -1.2678  -0.1740
H  0.6485  -2.9342  -0.7664
H  -0.7862  -3.5534  0.8200
O  3.2390  -0.0298  0.4872
H  2.3610  -0.1538  0.9256
H  3.8749  0.5158  1.0625
O  -4.5672  -0.6226  1.1771
H  -4.1320  -0.3085  0.3561
H  -3.9380  -0.6877  1.8178
O  1.2053  1.5693  -0.9571
H  1.3933  1.6581  -0.0521
H  1.8034  1.0393  -1.5344
O  4.4473  -0.9301  -2.4113
H  4.7616  -0.1389  -2.7265
H  4.2919  -0.8588  -1.4694
O  3.7034  -2.1230  2.3207
H  4.3614  -1.6092  2.7486
H  3.5321  -1.9224  1.2976
O  3.0137  1.5456  2.9192
H  2.8195  1.2323  3.7747
H  2.4241  2.4076  2.9365
O  0.7426  0.3559  1.5151
H  0.7006  -0.5088  1.8724
H  1.1442  0.9497  2.2099
O  -0.5503  1.3915  -3.9634
H  0.2264  1.3585  -4.4186
H  -0.1689  1.2915  -3.0431
O  -3.4696  1.4326  -2.9982
H  -3.8496  2.1910  -3.4158
H  -2.5619  1.4797  -3.3895

***

# 5
Density functional theory data (ωB97M-V with the def2-TZVPD basis set) for a 9-piece molecular cluster, C6H31NO8 overall in a non-equilibrium geometry.

Energy above the lowest of the compared OMol25 structures with the same formula, charge and spin (eV): 3.939
Net charge: 0
DFT total energy (eV): -24593.2423
Spin multiplicity: 1
SMILES string: CCN(C)C(C)C.O.O.O.O.O.O.O.O

Atoms and positions in Å:
C  -0.5366  -2.5624  2.9385
C  -0.0400  -2.9890  1.5148
N  0.6672  -1.7760  1.0777
C  -0.3534  -0.8720  0.5113
C  1.9081  -1.9065  0.2609
C  1.8966  -2.8984  -0.9054
C  2.2579  -0.5260  -0.3471
H  -0.9143  -3.4514  3.4541
H  0.2561  -2.2114  3.6168
H  -1.0918  -1.6275  2.9723
H  0.3316  -3.9835  1.7577
H  -1.0431  -3.1426  1.0663
H  -0.6392  -1.2585  -0.4687
H  -1.1874  -0.8048  1.1931
H  0.0256  0.1321  0.4037
H  2.6567  -2.1493  1.0090
H  2.1526  -2.5349  -1.8801
H  2.6562  -3.6765  -0.7218
H  1.0363  -3.5686  -0.8067
H  3.3309  -0.4636  -0.5569
H  1.8115  -0.4668  -1.3343
H  1.9464  0.4080  0.1081
O  -2.7689  0.9891  -2.4031
H  -2.4194  0.1335  -2.6497
H  -3.7193  0.8719  -2.3303
O  -3.0463  -3.1110  -0.6861
H  -3.5055  -2.5969  -0.0050
H  -2.6115  -3.6653  -0.0456
O  -2.0049  2.1044  2.2442
H  -1.1770  2.5511  2.5091
H  -2.6482  2.4829  2.8510
O  2.6770  2.5718  -2.7435
H  2.6017  1.8485  -3.3637
H  2.4092  2.1669  -1.9134
O  1.2456  2.5145  -0.1047
H  0.6120  3.0507  -0.6022
H  0.8106  1.9130  0.5011
O  -1.3023  3.1731  -0.4083
H  -1.9704  3.0277  0.2705
H  -1.6072  2.8866  -1.2664
O  0.6960  2.7155  2.4593
H  1.1764  1.9426  2.7624
H  1.2641  2.9988  1.7275
O  0.2387  0.5122  -2.5966
H  0.0697  1.3480  -2.1540
H  -0.4803  0.3333  -3.2033

***

# 6
Density functional theory data (ωB97M-V with the def2-TZVPD basis set) for a 9-piece molecular cluster, C6H32N2O8 overall in a non-equilibrium geometry.

Energy above the lowest of the compared OMol25 structures with the same formula, charge and spin (eV): 3.061
Net charge: 0
DFT total energy (eV): -26100.0523
Spin multiplicity: 1
SMILES string: CNC[C@@H](N)C(C)C.O.O.O.O.O.O.O.O

Atoms and positions in Å:
C  -0.5447  -3.3213  1.3909
N  0.4506  -2.6784  0.5572
C  0.6103  -1.2448  0.8636
C  -0.1608  -0.2376  -0.1422
N  -1.0198  0.5654  0.7311
C  0.9900  0.3668  -1.0166
C  0.5114  1.2669  -2.1732
C  1.8300  -0.7548  -1.5817
H  -0.3605  -3.5526  2.4660
H  -0.7792  -4.2453  0.8580
H  -1.4872  -2.7784  1.4708
H  1.3617  -3.1112  0.6040
H  1.6461  -0.9634  0.7073
H  0.3822  -0.9924  1.8860
H  -0.7971  -0.8617  -0.7601
H  -1.5023  1.1311  0.0317
H  -0.6662  1.1539  1.4654
H  1.6348  1.0358  -0.3858
H  1.2962  1.3800  -2.9321
H  0.2906  2.2697  -1.7987
H  -0.3851  0.8793  -2.6539
H  2.0825  -0.7260  -2.6371
H  1.3239  -1.7280  -1.4430
H  2.7794  -0.7602  -1.0364
O  4.1050  -1.5723  0.9122
H  4.0552  -1.2669  1.8265
H  3.5969  -2.3816  1.0361
O  1.9956  -0.2964  3.9522
H  1.8885  0.1511  4.7942
H  1.1570  -0.0295  3.5369
O  3.9050  1.9405  -2.2819
H  3.0612  1.6391  -1.9346
H  4.6168  1.4443  -1.8917
O  -3.0222  -0.3996  -2.3368
H  -2.8710  -0.8860  -1.4999
H  -3.3665  -0.9741  -3.0219
O  -2.9534  -1.6103  0.0423
H  -3.4049  -0.8904  0.5262
H  -2.0400  -1.5035  0.3485
O  -0.4852  1.7396  3.9083
H  -0.2571  1.9609  3.0000
H  -1.2754  2.1746  4.2116
O  -4.3758  2.5075  -1.6086
H  -4.6030  1.5595  -1.5221
H  -3.5492  2.5821  -1.1172
O  -1.7572  3.9086  -1.3844
H  -1.2882  3.9506  -2.2260
H  -2.6190  4.1594  -1.7412